# 1
Density functional theory data (ωB97M-V with the def2-TZVPD basis set) for a structure of composition H8O16S3Zn in a non-equilibrium geometry.

Structure (ORCA input):
```
! RIJCOSX wB97M-V def2-TZVPD def2/J DEFGRID3
* xyz -4 1
Zn 15.831 -11.836 -13.697
S 17.964 -10.524 -15.660
O 16.884 -9.880 -16.397
O 17.389 -11.091 -14.429
O 18.739 -11.513 -16.397
O 18.951 -9.466 -15.465
S 13.262 -13.691 -12.816
O 12.917 -14.456 -14.027
O 13.870 -14.477 -11.733
O 14.199 -12.641 -13.133
O 12.016 -13.212 -12.158
S 14.892 -10.406 -11.181
O 13.729 -9.825 -11.957
O 14.472 -11.647 -10.485
O 15.914 -10.762 -12.140
O 15.464 -9.443 -10.240
O 14.769 -10.892 -15.198
H 13.906 -10.902 -15.611
H 15.296 -10.322 -15.757
O 17.856 -12.031 -10.469
H 17.297 -11.820 -11.217
H 18.325 -11.218 -10.284
O 16.073 -13.282 -15.379
H 15.930 -13.108 -16.309
H 16.346 -14.198 -15.345
O 16.815 -13.368 -12.681
H 16.561 -13.981 -11.991
H 17.730 -13.581 -12.866
*
```

Summary:
HOMO-LUMO gap (eV): 3.9
HOMO level (eV): 4.940
ΔE to the lowest compared entry with this formula, charge and spin (kJ/mol): 272.3
LUMO energy (Eh): 0.3232

Charges computed using Mulliken, reported in e:
1 Zn 0.57
2 S 1.16
3 O -0.97
4 O -0.38
5 O -0.80
6 O -0.82
7 S 0.93
8 O -0.81
9 O -0.84
10 O -0.20
11 O -0.80
12 S 1.14
13 O -0.82
14 O -0.75
15 O -0.43
16 O -0.79
17 O -0.08
18 H 0.16
19 H 0.28
20 O -0.68
21 H 0.37
22 H 0.28
23 O -0.15
24 H 0.22
25 H 0.14
26 O -0.37
27 H 0.21
28 H 0.21



# 2
Density functional theory data (ωB97M-V with the def2-TZVPD basis set) for a cluster of 4 separate species, H8O3S2 in total.

Structure (ORCA input):
```
! RIJCOSX wB97M-V def2-TZVPD def2/J DEFGRID3
* xyz 0 1
S -2.745 -0.488 -0.552
S -1.905 0.260 -2.330
H -2.065 -1.624 -0.643
H -0.645 0.260 -1.862
O 0.104 -2.201 0.449
H 0.006 -1.459 1.061
H -0.310 -2.990 0.807
O 1.693 1.534 -0.680
H 2.621 1.797 -0.636
H 1.296 2.270 -1.164
O 0.447 0.665 1.574
H 1.397 0.709 1.727
H 0.107 1.267 2.250
*
```

Summary:
SMILES string: SS.O.O.O
HOMO-LUMO gap (eV): 9.1
HOMO level (eV): -8.684
ΔE to the lowest compared entry with this formula, charge and spin (kJ/mol): 53.0
LUMO energy (Eh): 0.0160

Charges computed using Mulliken, reported in e:
1 S -0.20
2 S -0.18
3 H 0.18
4 H 0.17
5 O -0.64
6 H 0.34
7 H 0.32
8 O -0.57
9 H 0.28
10 H 0.31
11 O -0.58
12 H 0.30
13 H 0.28



# 3
Density functional theory data (ωB97M-V with the def2-TZVPD basis set) for a cluster of 4 separate species, H8O4 in total in a non-equilibrium geometry.

Structure (ORCA input):
```
! RIJCOSX wB97M-V def2-TZVPD def2/J DEFGRID3
* xyz 0 1
O -1.197 0.497 1.296
H -0.940 1.433 1.224
H -1.652 0.560 0.395
O 1.534 2.183 -0.358
H 0.642 2.156 0.046
H 1.304 2.170 -1.260
O 2.251 -1.744 0.310
H 1.502 -2.000 -0.216
H 2.859 -2.394 0.464
O -1.790 -0.927 -0.803
H -2.496 -0.264 -0.726
H -2.017 -1.670 -0.372
*
```

Summary:
SMILES string: O.O.O.O
HOMO-LUMO gap (eV): 11.5
HOMO level (eV): -11.211
ΔE to the lowest compared entry with this formula, charge and spin (kJ/mol): 213.4
LUMO energy (Eh): 0.0091

Charges computed using Mulliken, reported in e:
1 O -0.54
2 H 0.27
3 H 0.25
4 O -0.58
5 H 0.27
6 H 0.30
7 O -0.60
8 H 0.31
9 H 0.29
10 O -0.62
11 H 0.34
12 H 0.31



# 4
Density functional theory data (ωB97M-V with the def2-TZVPD basis set) for a cluster of 4 separate species, H8O4 in total.

Structure (ORCA input):
```
! RIJCOSX wB97M-V def2-TZVPD def2/J DEFGRID3
* xyz 0 1
O -14.102 -10.250 -7.149
H -14.933 -9.777 -7.265
H -14.327 -11.020 -6.599
O -11.231 -9.521 -6.734
H -12.092 -9.712 -7.148
H -10.975 -8.655 -7.068
O -11.685 -12.112 -5.618
H -12.612 -12.266 -5.394
H -11.532 -11.172 -5.426
O -14.659 -12.447 -5.060
H -15.319 -13.149 -5.114
H -14.582 -12.245 -4.117
*
```

Summary:
SMILES string: O.O.O.O
HOMO-LUMO gap (eV): 10.8
HOMO level (eV): -10.533
ΔE to the lowest compared entry with this formula, charge and spin (kJ/mol): 60.6
LUMO energy (Eh): 0.0097

Charges computed using Mulliken, reported in e:
1 O -0.64
2 H 0.30
3 H 0.34
4 O -0.64
5 H 0.36
6 H 0.29
7 O -0.63
8 H 0.32
9 H 0.34
10 O -0.67
11 H 0.30
12 H 0.33



# 5
Density functional theory data (ωB97M-V with the def2-TZVPD basis set) for a cluster of 4 separate species, H8O4 in total in a non-equilibrium geometry.

Structure (ORCA input):
```
! RIJCOSX wB97M-V def2-TZVPD def2/J DEFGRID3
* xyz 0 1
O -14.348 27.226 4.932
H -13.977 27.468 4.059
H -13.638 27.247 5.552
O -14.614 29.913 3.613
H -14.699 29.887 4.571
H -15.095 30.651 3.381
O -15.742 27.908 2.213
H -16.686 28.158 2.280
H -15.273 28.571 2.728
O -12.105 30.661 4.539
H -12.884 30.253 4.069
H -11.602 31.098 3.841
*
```

Summary:
SMILES string: O.O.O.O
HOMO-LUMO gap (eV): 11.3
HOMO level (eV): -11.036
ΔE to the lowest compared entry with this formula, charge and spin (kJ/mol): 99.2
LUMO energy (Eh): 0.0115

Charges computed using Mulliken, reported in e:
1 O -0.63
2 H 0.32
3 H 0.31
4 O -0.74
5 H 0.38
6 H 0.28
7 O -0.64
8 H 0.29
9 H 0.41
10 O -0.67
11 H 0.38
12 H 0.32



# 6
Density functional theory data (ωB97M-V with the def2-TZVPD basis set) for a cluster of 4 separate species, H8O4 in total in a non-equilibrium geometry.

Structure (ORCA input):
```
! RIJCOSX wB97M-V def2-TZVPD def2/J DEFGRID3
* xyz 0 1
O 28.420 -5.800 -18.867
H 28.619 -6.368 -18.120
H 29.127 -6.024 -19.424
O 28.959 -7.181 -16.198
H 28.250 -6.752 -15.673
H 29.740 -6.914 -15.774
O 26.003 -5.554 -20.154
H 26.861 -5.701 -19.784
H 25.395 -5.542 -19.416
O 27.422 -3.699 -17.516
H 26.501 -3.959 -17.453
H 27.964 -4.459 -17.740
*
```

Summary:
SMILES string: O.O.O.O
HOMO-LUMO gap (eV): 11.0
HOMO level (eV): -10.775
ΔE to the lowest compared entry with this formula, charge and spin (kJ/mol): 90.0
LUMO energy (Eh): 0.0098

Charges computed using Mulliken, reported in e:
1 O -0.73
2 H 0.36
3 H 0.30
4 O -0.68
5 H 0.34
6 H 0.32
7 O -0.64
8 H 0.42
9 H 0.27
10 O -0.62
11 H 0.28
12 H 0.36



# 7
Density functional theory data (ωB97M-V with the def2-TZVPD basis set) for a cluster of 4 separate species, H8O4 in total.

Structure (ORCA input):
```
! RIJCOSX wB97M-V def2-TZVPD def2/J DEFGRID3
* xyz 0 1
O 0.425 -4.306 1.242
H -0.262 -4.450 1.893
H 0.494 -5.140 0.777
O -2.470 1.344 -0.501
H -1.859 0.714 -0.118
H -3.271 1.246 0.015
O -2.031 4.819 -3.876
H -2.272 4.125 -3.262
H -1.196 5.151 -3.547
O 4.305 -0.838 2.321
H 3.528 -1.294 1.999
H 4.608 -1.370 3.057
*
```

Summary:
SMILES string: O.O.O.O
HOMO-LUMO gap (eV): 11.9
HOMO level (eV): -11.348
ΔE to the lowest compared entry with this formula, charge and spin (kJ/mol): 110.8
LUMO energy (Eh): 0.0204

Charges computed using Mulliken, reported in e:
1 O -0.64
2 H 0.32
3 H 0.32
4 O -0.63
5 H 0.32
6 H 0.32
7 O -0.64
8 H 0.32
9 H 0.32
10 O -0.64
11 H 0.32
12 H 0.32



# 8
Density functional theory data (ωB97M-V with the def2-TZVPD basis set) for a cluster of 4 separate species, H8O4 in total in a non-equilibrium geometry.

Structure (ORCA input):
```
! RIJCOSX wB97M-V def2-TZVPD def2/J DEFGRID3
* xyz 0 1
O -0.607 -0.550 2.454
H -0.063 -0.709 3.220
H -0.075 -0.693 1.658
O 0.945 0.793 -2.074
H 1.613 0.398 -2.675
H 0.249 0.975 -2.705
O -1.387 1.351 0.487
H -1.193 1.356 -0.447
H -1.101 0.483 0.761
O 0.268 -1.158 -0.020
H 0.508 -0.370 -0.436
H 0.843 -1.877 -0.224
*
```

Summary:
SMILES string: O.O.O.O
HOMO-LUMO gap (eV): 10.9
HOMO level (eV): -10.708
ΔE to the lowest compared entry with this formula, charge and spin (kJ/mol): 100.1
LUMO energy (Eh): 0.0061

Charges computed using Mulliken, reported in e:
1 O -0.65
2 H 0.31
3 H 0.39
4 O -0.65
5 H 0.30
6 H 0.32
7 O -0.61
8 H 0.28
9 H 0.38
10 O -0.68
11 H 0.34
12 H 0.27



# 9
Density functional theory data (ωB97M-V with the def2-TZVPD basis set) for a cluster of 4 separate species, H8O4 in total.

Structure (ORCA input):
```
! RIJCOSX wB97M-V def2-TZVPD def2/J DEFGRID3
* xyz 0 1
O 20.910 2.714 3.689
H 21.694 2.387 3.248
H 20.611 3.440 3.140
O 17.556 5.275 3.932
H 17.729 4.530 4.508
H 17.949 6.023 4.382
O 20.214 4.775 -0.663
H 19.310 4.463 -0.620
H 20.490 4.834 0.252
O 20.617 5.275 2.648
H 20.275 5.301 3.541
H 20.622 6.190 2.366
*
```

Summary:
SMILES string: O.O.O.O
HOMO-LUMO gap (eV): 11.6
HOMO level (eV): -11.348
ΔE to the lowest compared entry with this formula, charge and spin (kJ/mol): 98.2
LUMO energy (Eh): 0.0077

Charges computed using Mulliken, reported in e:
1 O -0.64
2 H 0.31
3 H 0.40
4 O -0.64
5 H 0.33
6 H 0.31
7 O -0.65
8 H 0.32
9 H 0.32
10 O -0.65
11 H 0.28
12 H 0.30



# 10
Density functional theory data (ωB97M-V with the def2-TZVPD basis set) for a cluster of 4 separate species, H8O4 in total in a non-equilibrium geometry.

Structure (ORCA input):
```
! RIJCOSX wB97M-V def2-TZVPD def2/J DEFGRID3
* xyz 0 1
O -3.302 -16.000 -11.032
H -3.583 -15.368 -11.700
H -3.147 -16.694 -11.590
O -3.951 -13.959 -12.899
H -4.325 -13.342 -12.245
H -3.148 -13.408 -13.107
O -1.245 -14.152 -11.153
H -1.905 -14.810 -10.914
H -0.680 -14.266 -10.415
O -5.633 -15.992 -9.744
H -4.833 -16.186 -10.310
H -5.479 -15.197 -9.282
*
```

Summary:
SMILES string: O.O.O.O
HOMO-LUMO gap (eV): 11.2
HOMO level (eV): -10.757
ΔE to the lowest compared entry with this formula, charge and spin (kJ/mol): 92.0
LUMO energy (Eh): 0.0177

Charges computed using Mulliken, reported in e:
1 O -0.82
2 H 0.34
3 H 0.35
4 O -0.73
5 H 0.34
6 H 0.36
7 O -0.62
8 H 0.41
9 H 0.32
10 O -0.67
11 H 0.44
12 H 0.28